Record 1
Entry from the OMol25 dataset: a gas-phase ion, C10H17FN (charge +1) in a non-equilibrium geometry (ωB97M-V/def2-TZVPD).

```
29
Properties=species:S:1:pos:R:3:nbo_charge:R:1
C 0.303 0.705 -0.178 0.038
C 0.961 0.508 1.078 0.474
C -1.187 -2.981 0.383 -0.375
C -0.300 -2.264 1.103 -0.176
C 0.014 -0.376 -1.153 -0.500
C 1.611 -0.763 1.521 -0.484
C 1.076 -1.520 -0.865 -0.363
C 1.052 -1.877 0.663 -0.290
C 0.054 2.912 -1.382 -0.362
C -1.883 1.823 -0.006 -0.447
N -0.415 1.979 -0.227 -0.376
F 0.879 1.524 1.960 -0.326
H -2.179 -3.190 0.731 0.222
H -0.806 -3.454 -0.469 0.195
H -0.574 -1.675 1.958 0.191
H -1.017 -0.834 -0.967 0.249
H 0.125 -0.141 -2.232 0.242
H 2.740 -0.704 1.490 0.259
H 1.463 -0.870 2.566 0.257
H 0.940 -2.369 -1.620 0.246
H 2.094 -1.058 -1.007 0.216
H 1.796 -2.590 0.687 0.243
H 0.729 3.637 -0.951 0.236
H 0.389 2.296 -2.059 0.212
H -0.897 3.524 -1.641 0.231
H -2.280 2.613 0.711 0.252
H -2.450 1.953 -0.961 0.238
H -2.135 0.761 0.270 0.253
H -0.101 2.431 0.599 0.443
```

The frontier orbital gap comes out at 10.13 eV. Its charge is +1. The LUMO energy comes out at -2.70 eV. As for the structure (SMILES): C=C[C@H]1CCC([NH+](C)C)=C(F)C1.

---

Record 2
Entry from the OMol25 dataset: a single C2H4N4O2 molecule in a non-equilibrium geometry (ωB97M-V/def2-TZVPD).

```
12
Properties=species:S:1:pos:R:3:nbo_charge:R:1
C 1.409 0.003 -0.147 0.629
C -1.496 -0.063 0.048 0.618
H 2.936 -0.891 0.134 0.353
H 0.876 2.112 0.363 0.427
H -2.870 0.967 0.136 0.375
H -0.862 -2.030 0.957 0.410
N 2.631 0.132 -0.046 -0.687
N 0.618 0.970 0.348 -0.338
N -2.681 -0.105 -0.235 -0.651
N -0.507 -0.903 0.519 -0.375
O -0.618 1.044 -0.212 -0.408
O 0.619 -1.101 -0.425 -0.355
```

The frontier orbital gap comes out at 9.99 eV. Its charge is 0. The LUMO energy comes out at 0.49 eV. As for the structure (SMILES): [H]/N=C1/NO/C(=N\[H])NO1.

---

Record 3
Entry from the OMol25 dataset: a molecular structure, C22H45LaN2P3SSe in a non-equilibrium geometry (ωB97M-V/def2-TZVPD).

```
75
Properties=species:S:1:pos:R:3:lowdin_charge:R:1
La 0.033 0.106 0.335 1.224
P -1.608 -2.209 0.372 0.604
P 2.167 -2.032 0.428 0.696
P -2.622 1.415 0.330 0.640
H 2.924 0.068 -1.870 0.047
C 2.476 1.070 -1.895 -0.091
C 2.634 1.944 -0.883 -0.078
H 3.455 1.856 -0.157 0.072
C -1.901 -2.987 -1.254 -0.245
C -1.035 -3.651 1.346 -0.253
C -3.318 -2.091 1.019 -0.256
C 3.843 -1.315 0.255 -0.250
C 2.549 -3.140 1.834 -0.247
C 2.150 -3.282 -0.924 -0.258
C -2.050 3.159 0.174 -0.275
C -3.961 1.738 1.554 -0.240
C -3.616 1.163 -1.191 -0.273
H 1.945 1.283 -2.828 0.041
H 1.998 2.829 -0.736 0.070
H -2.581 -3.843 -1.139 0.078
H -0.946 -3.318 -1.679 0.040
H -2.351 -2.244 -1.923 0.052
H -1.872 -4.354 1.456 0.075
H -0.720 -3.302 2.338 0.008
H -0.194 -4.146 0.844 0.036
H -3.748 -3.103 1.032 0.073
H -3.922 -1.434 0.380 0.034
H -3.286 -1.684 2.037 0.036
H 4.482 -2.009 -0.302 0.077
H 4.255 -1.163 1.260 0.055
H 3.812 -0.357 -0.267 -0.010
H 3.077 -4.040 1.494 0.079
H 1.628 -3.431 2.349 0.009
H 3.199 -2.597 2.533 0.044
H 3.089 -3.855 -0.937 0.072
H 2.028 -2.781 -1.894 0.052
H 1.319 -3.987 -0.775 0.035
H -2.736 3.672 -0.509 0.068
H -1.021 3.251 -0.207 0.008
H -2.108 3.625 1.171 0.061
H -4.710 2.408 1.105 0.078
H -3.520 2.228 2.433 0.054
H -4.434 0.794 1.857 0.048
H -4.177 2.092 -1.377 0.071
H -4.323 0.333 -1.039 0.050
H -2.968 0.956 -2.056 -0.008
C -0.612 3.085 -4.819 -0.595
C -1.489 2.737 -5.876 -0.107
C -1.503 3.468 -7.075 -0.054
C -0.633 4.555 -7.239 -0.048
C 0.284 4.875 -6.230 -0.058
C 0.301 4.144 -5.033 -0.102
S -0.859 2.321 -3.232 0.778
H 0.169 1.442 -2.948 -0.187
H -2.162 1.886 -5.761 0.102
H -2.176 3.182 -7.895 0.123
H -0.649 5.150 -8.159 0.124
H 1.007 5.685 -6.393 0.122
H 1.028 4.356 -4.250 0.099
C 2.095 1.517 3.350 -0.026
N 1.959 0.275 4.094 -0.116
C 2.907 -0.297 4.932 0.009
C 2.382 -1.456 5.398 0.007
N 1.108 -1.564 4.874 -0.110
C 0.259 -2.729 5.040 -0.005
C 0.854 -0.528 4.028 -0.636
Se -0.751 -0.163 3.131 0.628
H 2.725 2.211 3.922 0.123
H 1.100 1.971 3.220 0.065
H 2.550 1.347 2.354 0.080
H 3.860 0.162 5.118 0.145
H 2.758 -2.203 6.069 0.149
H 0.525 -3.513 4.319 0.090
H 0.419 -3.112 6.052 0.119
H -0.790 -2.441 4.920 0.083
```

The frontier orbital gap comes out at 5.69 eV. Its charge is +3. The LUMO energy comes out at -9.60 eV.

---

Record 4
Entry from the OMol25 dataset: a molecular structure, ArH26O13 in a non-equilibrium geometry (ωB97M-V/def2-TZVPD).

```
40
Properties=species:S:1:pos:R:3:nbo_charge:R:1
Ar -0.172 0.097 0.668 0.000
O 1.403 3.619 2.428 -0.958
H 1.630 3.265 3.288 0.480
H 1.840 3.038 1.806 0.492
O -2.560 1.210 -1.650 -0.976
H -1.680 1.581 -1.581 0.493
H -2.576 0.789 -2.510 0.478
O 2.478 -1.672 2.389 -0.947
H 2.241 -1.229 1.574 0.486
H 3.201 -1.155 2.742 0.457
O -1.957 -3.070 -1.447 -0.976
H -1.381 -3.396 -0.756 0.489
H -2.455 -3.838 -1.727 0.480
O -3.481 -0.967 0.059 -0.982
H -2.954 -1.547 -0.491 0.498
H -3.256 -0.085 -0.238 0.502
O -1.281 3.563 1.415 -0.978
H -1.706 2.920 1.983 0.482
H -0.393 3.641 1.764 0.498
O -0.398 2.981 -1.290 -0.981
H -0.741 3.688 -1.836 0.493
H -0.622 3.237 -0.395 0.512
O -3.883 -1.757 2.515 -0.978
H -3.750 -1.390 1.641 0.492
H -3.130 -1.451 3.021 0.450
O 0.106 -3.703 0.360 -0.925
H 0.594 -3.760 -0.461 0.467
H -0.101 -4.611 0.580 0.481
O 2.732 -1.454 -2.007 -0.950
H 2.548 -2.342 -1.700 0.459
H 2.867 -0.947 -1.206 0.498
O 3.079 0.167 0.298 -0.990
H 3.998 0.225 0.560 0.476
H 2.828 1.070 0.102 0.509
O 0.128 -1.540 -2.874 -0.975
H -0.330 -2.219 -2.378 0.467
H 0.975 -1.454 -2.437 0.475
O 2.148 2.635 -0.413 -0.996
H 1.279 2.751 -0.797 0.511
H 2.736 3.112 -0.999 0.485
```

The frontier orbital gap comes out at 9.87 eV. Its charge is 0. The LUMO energy comes out at -0.14 eV.

---

Record 5
Entry from the OMol25 dataset: a molecular structure, C50H52Br3F4HgIN2O2PSb (ωB97M-V/def2-TZVPD).

```
117
Properties=species:S:1:pos:R:3:lowdin_spin:R:1
Hg 1.356 0.590 -0.684 0.302
F -3.602 7.326 -0.742 0.000
C -2.870 6.309 -0.317 0.000
C -2.775 6.031 1.036 0.000
F -3.391 6.807 1.918 0.000
C -2.029 4.948 1.470 0.002
F -1.958 4.727 2.781 0.000
C -1.356 4.117 0.582 0.008
P -0.304 2.693 1.137 0.053
C -1.331 2.010 2.475 0.004
C -0.801 1.538 3.672 0.003
C -1.616 0.890 4.587 0.000
C -2.955 0.670 4.302 0.003
C -3.478 1.097 3.091 0.000
C -2.671 1.758 2.180 0.003
C 1.017 3.702 1.906 0.001
C 2.035 4.081 1.029 0.005
C 3.118 4.817 1.481 0.001
C 3.207 5.155 2.824 0.000
C 2.192 4.791 3.697 0.001
C 1.087 4.083 3.243 0.000
C -1.441 4.436 -0.775 0.003
Br -0.547 3.421 -2.094 0.015
C -2.191 5.512 -1.223 0.000
F -2.274 5.784 -2.522 0.000
H 0.251 1.675 3.883 0.000
H -1.197 0.551 5.527 0.000
H -3.589 0.160 5.015 0.000
H -4.519 0.916 2.854 0.000
H -3.085 2.094 1.234 0.000
H 1.969 3.792 -0.016 0.006
H 3.892 5.116 0.787 0.000
H 4.061 5.710 3.188 0.000
H 2.255 5.065 4.742 0.000
H 0.285 3.846 3.926 0.000
C 3.872 1.236 2.050 0.006
O 2.639 0.536 1.962 0.044
C 2.367 -0.400 2.904 0.002
C 3.195 -0.726 3.962 0.001
C 2.775 -1.678 4.887 0.000
Br 3.928 -2.126 6.326 0.000
C 1.554 -2.297 4.775 0.000
C 0.724 -1.995 3.688 0.000
C 1.136 -1.054 2.740 0.001
O 0.399 -0.744 1.654 0.012
C -0.563 -2.653 3.512 0.000
N -1.412 -2.349 2.556 0.000
C -2.495 -3.188 2.713 0.000
C -3.679 -3.298 1.987 0.000
C -4.574 -4.280 2.367 0.000
C -4.315 -5.138 3.443 0.000
C -3.156 -5.030 4.187 0.000
C -2.260 -4.040 3.807 0.000
N -1.027 -3.666 4.299 0.000
H 3.967 1.743 3.013 0.000
H 3.854 1.979 1.258 0.003
H 4.717 0.560 1.894 0.000
H 4.153 -0.250 4.104 0.000
H 1.257 -3.009 5.531 0.000
H -0.474 -1.224 1.745 0.000
H -3.889 -2.631 1.162 0.000
H -5.499 -4.394 1.818 0.000
H -5.040 -5.899 3.697 0.000
H -2.952 -5.688 5.021 0.000
H -0.555 -4.083 5.081 0.000
Br 6.382 0.064 -5.155 0.002
C 5.182 1.518 -4.993 0.001
C 4.960 2.311 -6.112 0.000
C 4.057 3.359 -6.055 0.000
C 3.361 3.611 -4.882 0.000
C 3.592 2.835 -3.758 0.001
C 4.509 1.795 -3.808 0.002
I 4.866 0.663 -2.070 0.056
H 5.500 2.090 -7.021 0.000
H 3.897 3.966 -6.935 0.000
H 2.634 4.410 -4.836 0.000
H 3.052 3.031 -2.841 0.002
C -3.341 -2.347 -2.999 0.015
C -2.585 -1.272 -2.238 0.050
C -3.046 -1.180 -0.790 0.004
C -2.696 0.085 -2.918 0.002
Sb -0.366 -1.717 -2.170 0.260
C 0.114 -3.740 -1.279 0.046
C 1.625 -3.788 -1.097 0.000
C -0.571 -3.771 0.079 0.003
C -0.389 -4.848 -2.189 0.015
C 0.536 -1.538 -4.236 0.026
C 1.902 -2.205 -4.177 0.000
C 0.693 -0.050 -4.513 0.000
C -0.368 -2.207 -5.260 0.011
H -4.407 -2.094 -3.006 0.005
H -3.238 -3.325 -2.528 0.001
H -3.014 -2.420 -4.037 0.001
H -4.045 -0.734 -0.758 0.000
H -2.377 -0.559 -0.189 0.002
H -3.108 -2.166 -0.329 0.000
H -3.738 0.418 -2.896 0.000
H -2.389 0.041 -3.964 0.000
H -2.084 0.833 -2.409 0.000
H 2.000 -2.872 -0.634 -0.001
H 2.150 -3.944 -2.038 0.000
H 1.880 -4.621 -0.434 0.000
H -0.192 -2.982 0.729 0.001
H -0.371 -4.734 0.558 0.000
H -1.654 -3.664 -0.001 0.000
H 0.037 -4.782 -3.191 0.001
H -1.477 -4.840 -2.268 0.001
H -0.096 -5.818 -1.772 0.005
H 2.489 -1.833 -3.334 -0.001
H 2.458 -1.983 -5.093 0.000
H 1.817 -3.290 -4.103 0.000
H 1.315 0.429 -3.752 0.003
H -0.267 0.468 -4.541 0.000
H 1.180 0.092 -5.482 0.000
H -0.580 -3.247 -5.004 0.001
H 0.129 -2.207 -6.236 0.003
H -1.312 -1.670 -5.371 0.000
```

The frontier orbital gap (spin up / spin down) comes out at 7.53 / 5.95 eV. Its spin multiplicity is 2. Its charge is +1. The expectation value of S² is 0.76. The LUMO energy (spin up / spin down) comes out at -1.98 / -4.38 eV.

---

Record 6
Entry from the OMol25 dataset: 12 unconnected molecules or ions with the total composition C38H102N2O12 in a non-equilibrium geometry (ωB97M-V/def2-TZVPD).

```
154
Properties=species:S:1:pos:R:3:lowdin_charge:R:1
C 0.354 0.498 -0.913 -0.037
C -0.278 1.801 -0.411 -0.397
C -1.815 1.757 -0.354 -0.035
O 0.175 1.966 0.948 -0.098
H 0.327 -0.377 -0.263 0.065
H 1.402 0.648 -1.174 0.056
H -0.094 0.210 -1.863 0.052
H -0.003 2.665 -1.016 0.129
H -2.132 0.980 0.342 0.055
H -2.320 1.586 -1.305 0.077
H -2.286 2.634 0.089 0.055
H 1.126 1.837 0.977 0.020
C -4.963 6.189 -0.472 -0.048
C -3.617 6.303 0.283 -0.511
C -2.470 5.645 -0.451 -0.057
O -3.342 7.653 0.414 -0.039
H -5.760 6.676 0.090 0.070
H -5.357 5.183 -0.617 0.074
H -5.017 6.635 -1.465 0.081
H -3.603 5.873 1.285 0.116
H -2.696 4.614 -0.726 0.063
H -1.539 5.672 0.114 0.080
H -2.246 6.251 -1.329 0.084
H -4.164 8.063 0.691 0.086
C -0.309 1.292 -4.669 -0.033
C 0.902 2.099 -5.086 -0.492
C 0.825 3.586 -4.679 -0.035
O 2.026 1.720 -4.378 -0.075
H -0.040 0.268 -4.409 0.070
H -1.057 1.376 -5.457 0.089
H -0.731 1.745 -3.772 0.071
H 1.085 1.975 -6.153 0.137
H -0.005 4.087 -5.177 0.077
H 1.706 4.190 -4.895 0.083
H 0.530 3.648 -3.631 0.073
H 2.009 0.776 -4.551 0.096
C -3.612 -1.025 2.066 -0.056
C -4.144 -0.610 3.452 -0.433
C -3.313 -1.205 4.561 -0.067
O -4.015 0.818 3.565 -0.069
H -4.280 -0.759 1.246 0.069
H -3.661 -2.108 1.954 0.082
H -2.622 -0.650 1.805 0.053
H -5.194 -0.887 3.543 0.138
H -2.270 -0.905 4.662 0.060
H -3.256 -2.294 4.558 0.072
H -3.773 -0.934 5.511 0.081
H -3.105 1.035 3.350 0.017
C 5.370 0.049 -3.261 -0.033
C 5.095 1.414 -2.567 -0.477
C 5.189 2.549 -3.583 -0.052
O 3.793 1.510 -2.122 -0.086
H 5.153 -0.788 -2.597 0.062
H 6.396 -0.073 -3.608 0.076
H 4.755 -0.046 -4.156 0.076
H 5.731 1.625 -1.708 0.141
H 6.137 2.524 -4.121 0.079
H 5.193 3.490 -3.032 0.080
H 4.313 2.591 -4.230 0.068
H 3.230 1.321 -2.877 0.052
C -0.217 -3.160 4.426 -0.047
C 0.791 -2.420 3.530 -0.473
C 0.265 -1.045 3.278 -0.061
O 2.003 -2.367 4.311 -0.048
H 0.280 -3.878 5.078 0.080
H -1.113 -3.464 3.884 0.073
H -0.662 -2.539 5.203 0.068
H 0.977 -2.882 2.561 0.095
H 0.308 -0.409 4.162 0.098
H -0.707 -0.992 2.789 0.065
H 0.894 -0.573 2.523 0.064
H 2.616 -1.829 3.805 0.052
C -0.236 3.486 4.001 -0.042
C -1.655 2.925 3.884 -0.508
C -2.609 3.880 3.154 -0.039
O -1.590 1.845 3.098 -0.068
H 0.396 3.573 3.118 0.059
H 0.270 2.739 4.613 0.078
H -0.158 4.428 4.543 0.085
H -2.020 2.783 4.901 0.147
H -2.545 4.887 3.567 0.078
H -3.643 3.539 3.200 0.079
H -2.392 3.968 2.090 0.058
H -0.794 1.997 2.584 0.056
C 2.866 -2.228 -0.098 -0.030
C 3.636 -2.256 1.202 -0.480
C 5.092 -2.778 1.074 -0.025
O 3.611 -0.975 1.791 -0.069
H 3.299 -1.499 -0.783 0.080
H 1.854 -1.894 0.132 0.053
H 2.861 -3.191 -0.608 0.075
H 3.108 -2.871 1.931 0.110
H 5.603 -2.722 2.035 0.081
H 5.661 -2.180 0.361 0.081
H 5.120 -3.812 0.730 0.082
H 4.486 -0.899 2.178 0.088
C -0.140 -2.997 -3.274 -0.028
C 1.063 -3.975 -3.274 -0.539
C 0.740 -5.280 -3.931 -0.048
O 2.141 -3.346 -3.864 -0.042
H -0.121 -2.538 -4.263 0.083
H -0.006 -2.224 -2.517 0.051
H -1.069 -3.453 -2.930 0.063
H 1.371 -4.046 -2.231 0.107
H 1.549 -5.991 -3.764 0.083
H 0.400 -5.246 -4.966 0.092
H -0.088 -5.681 -3.347 0.070
H 2.875 -3.964 -3.908 0.093
C -0.706 -3.646 0.416 -0.022
C -0.253 -5.111 0.219 -0.459
C 0.982 -5.554 1.071 -0.024
O -1.316 -5.908 0.691 -0.051
H -1.676 -3.540 -0.071 0.070
H -0.104 -2.880 -0.073 0.048
H -0.719 -3.324 1.457 0.058
H -0.175 -5.322 -0.848 0.112
H 1.153 -6.622 0.934 0.072
H 0.646 -5.431 2.101 0.082
H 1.914 -5.039 0.840 0.060
H -0.974 -6.774 0.456 0.083
C -3.838 -4.893 -2.599 -0.060
C -5.161 -4.083 -2.440 -0.439
C -4.941 -2.562 -2.450 -0.207
O -4.105 -2.381 -1.342 -0.188
C -3.394 -1.150 -1.457 -0.094
N -5.983 -4.461 -3.527 0.017
H -3.273 -4.724 -1.682 0.057
H -3.275 -4.494 -3.443 0.068
H -3.928 -5.970 -2.739 0.076
H -5.579 -4.466 -1.509 0.142
H -5.887 -2.021 -2.449 0.130
H -4.444 -2.327 -3.392 0.123
H -3.071 -0.637 -0.551 0.039
H -4.122 -0.463 -1.889 0.092
H -2.502 -1.244 -2.075 0.080
H -5.405 -4.292 -4.338 0.066
H -6.020 -5.464 -3.641 0.070
C 2.775 4.107 0.873 -0.029
C 3.520 2.848 1.341 -0.414
C 3.574 2.578 2.807 -0.161
O 4.230 3.668 3.537 -0.155
C 3.986 3.597 4.889 -0.153
N 2.959 1.716 0.619 0.052
H 3.347 4.986 1.169 0.079
H 1.753 4.227 1.233 0.065
H 2.704 4.030 -0.212 0.077
H 4.550 2.933 0.993 0.136
H 4.056 1.623 3.018 0.120
H 2.536 2.443 3.112 0.114
H 4.563 4.303 5.487 0.091
H 4.024 2.598 5.324 0.085
H 2.942 3.829 5.099 0.074
H 3.339 1.697 -0.316 0.044
H 3.194 0.791 0.951 0.053
```

The frontier orbital gap comes out at 9.34 eV. Its charge is 0. The LUMO energy comes out at 0.23 eV. As for the structure (SMILES): COC[C@H](C)N.COC[C@H](C)N.CC(C)O.CC(C)O.CC(C)O.CC(C)O.CC(C)O.CC(C)O.CC(C)O.CC(C)O.CC(C)O.CC(C)O.

---

Short version: energy above the lowest of the compared OMol25 structures with the same formula, charge and spin = 0.0; 145.4; 13.7; 3.7; 0.0; 43.2 kcal/mol, in the order given.